Below is one molecule with the formula C19H23ClN6O2 at a distorted geometry, with properties calculated with wB97M-V/def2-TZVPD.

```
51
Properties=species:S:1:pos:R:3
C -4.615 -2.507 0.076
N -3.206 -2.402 0.384
C -2.919 -1.218 1.171
C -1.441 -1.190 1.552
N -0.640 -1.216 0.347
C 0.613 -0.701 0.268
N 1.598 -1.332 -0.369
C 2.642 -0.480 -0.340
C 2.308 0.692 0.313
C 3.217 1.773 0.470
O 2.998 2.851 1.003
N 4.464 1.469 -0.092
C 5.503 2.480 -0.003
C 4.840 0.300 -0.735
O 5.962 0.156 -1.172
N 3.882 -0.686 -0.856
C 4.199 -1.930 -1.520
N 0.982 0.538 0.702
C 0.206 1.610 1.276
C -1.089 1.852 0.546
C -2.204 2.307 1.239
C -3.404 2.526 0.587
C -3.493 2.277 -0.773
Cl -5.000 2.511 -1.590
C -2.388 1.838 -1.484
C -1.191 1.634 -0.822
C -0.914 -2.407 -0.434
C -2.390 -2.400 -0.817
H -4.790 -3.425 -0.482
H -5.180 -2.553 1.007
H -4.985 -1.656 -0.517
H -3.524 -1.250 2.080
H -3.168 -0.295 0.618
H -1.230 -0.301 2.140
H -1.217 -2.078 2.161
H 5.832 2.763 -1.002
H 5.080 3.338 0.516
H 6.358 2.086 0.546
H 3.618 -2.021 -2.438
H 5.263 -1.923 -1.749
H 3.953 -2.764 -0.863
H 0.017 1.422 2.340
H 0.842 2.504 1.218
H -2.138 2.493 2.301
H -4.268 2.876 1.131
H -2.464 1.657 -2.545
H -0.331 1.296 -1.380
H -0.280 -2.395 -1.318
H -0.692 -3.310 0.149
H -2.619 -3.297 -1.394
H -2.598 -1.513 -1.443
```

Maximum force   0.0279 hartree/bohr
E_LUMO   0.02080 Ha
Gap between HOMO and LUMO   8.4 eV
Calculated total energy   -45636.3716 eV
ΔE to the lowest compared entry with this formula, charge and spin   0.00 kJ/mol

Mulliken atomic charge list, values in e, 6 entries: -1.03 -0.17 -0.50 -0.97 0.63 0.10

Below is one molecule with the formula C19H23F3N4O at a distorted geometry, with properties calculated with wB97M-V/def2-TZVPD.

```
50
Properties=species:S:1:pos:R:3
C -3.134 1.103 3.161
C -3.510 0.143 2.063
C -4.907 -0.490 2.363
N -5.415 -1.107 1.063
C -4.477 -2.154 0.698
C -3.000 -1.556 0.481
N -2.416 -0.790 1.610
C -1.109 -0.313 1.439
C -0.182 -0.318 2.385
C 1.119 0.398 2.238
O 1.864 0.505 3.183
N 1.274 1.049 1.037
C 2.552 1.779 0.870
C 0.374 0.796 0.005
C 0.560 1.252 -1.480
C 1.058 0.333 -2.562
C 2.421 -0.208 -2.249
C 2.490 -1.229 -1.288
C 3.646 -1.668 -0.784
C 4.793 -1.221 -1.424
C 4.767 -0.374 -2.559
C 3.562 0.121 -3.024
C 3.635 1.181 -4.190
F 3.544 2.420 -3.672
F 2.761 1.041 -5.268
F 4.953 1.186 -4.696
N -0.744 0.167 0.193
H -2.727 0.532 4.034
H -2.400 1.853 2.838
H -4.009 1.640 3.455
H -3.706 0.812 1.203
H -4.835 -1.287 3.114
H -5.604 0.298 2.773
H -5.581 -0.365 0.384
H -4.381 -3.013 1.476
H -4.920 -2.623 -0.204
H -2.996 -0.929 -0.408
H -2.475 -2.468 0.292
H -0.340 -0.880 3.313
H 3.441 1.149 0.739
H 2.563 2.589 0.107
H 2.677 2.287 1.762
H -0.451 1.573 -1.805
H 1.327 2.023 -1.477
H 1.069 0.968 -3.484
H 0.384 -0.486 -2.780
H 1.546 -1.737 -0.952
H 3.504 -2.374 0.051
H 5.686 -1.580 -1.074
H 5.750 -0.030 -2.950
```

Maximum force   0.0622 hartree/bohr
E_LUMO   0.01751 Ha
Gap between HOMO and LUMO   9.0 eV
Calculated total energy   -36235.2629 eV
ΔE to the lowest compared entry with this formula, charge and spin   272.20 kJ/mol

Mulliken atomic charge list, values in e, 6 entries: -1.59 0.63 -0.99 -0.38 -0.72 -0.55

Below is a 2-piece molecular cluster, C19H23F4Si overall at a distorted geometry, with properties calculated with wB97M-V/def2-TZVPD.

```
47
Properties=species:S:1:pos:R:3
C 1.316 3.135 -0.458
C -0.061 2.952 0.212
Si -0.246 1.614 1.483
C 1.162 1.524 2.672
C 0.997 0.593 3.876
C -1.925 1.372 2.209
C -3.165 1.426 1.307
H 0.078 -0.060 0.222
H 1.331 4.023 -1.099
H 2.120 3.258 0.275
H 1.555 2.278 -1.094
H -0.352 3.873 0.725
H -0.823 2.763 -0.554
H 2.047 1.244 2.106
H 1.325 2.547 3.008
H 1.722 0.819 4.662
H 0.003 0.662 4.326
H 1.168 -0.444 3.581
H -1.908 0.425 2.750
H -2.010 2.156 2.966
H -4.083 1.533 1.891
H -3.129 2.255 0.596
H -3.274 0.506 0.741
F -2.402 -1.845 -4.592
C -2.388 -1.610 -3.238
C -3.531 -1.883 -2.503
C -3.483 -1.669 -1.138
F -4.625 -1.868 -0.386
C -2.298 -1.351 -0.497
C -1.094 -1.231 -1.236
C 0.141 -1.063 -0.372
C 1.535 -1.404 -0.923
C 2.536 -1.571 0.068
C 3.805 -2.005 -0.291
F 4.710 -2.324 0.705
C 4.167 -2.236 -1.606
C 3.211 -1.964 -2.579
F 3.545 -2.191 -3.895
C 1.909 -1.571 -2.271
C -1.198 -1.218 -2.643
H -4.438 -2.199 -2.987
H -2.319 -1.234 0.590
H 0.017 -1.675 0.518
H 2.333 -1.418 1.128
H 5.156 -2.571 -1.872
H 1.243 -1.431 -3.096
H -0.382 -0.921 -3.290
```

Maximum force   0.0337 hartree/bohr
E_LUMO   -0.19362 Ha
Charge   +1
Gap between HOMO and LUMO   7.2 eV
Calculated total energy   -38815.9247 eV
ΔE to the lowest compared entry with this formula, charge and spin   0.00 kJ/mol

Mulliken atomic charge list, values in e, 6 entries: -1.26 -0.41 0.21 -0.48 -1.25 -0.60

Below is C19H23F5MoNPS as an isolated structure at a distorted geometry, with properties calculated with wB97M-V/def2-TZVPD.

```
51
Properties=species:S:1:pos:R:3
C -3.532 -2.121 -1.967
C -2.567 -2.930 -1.367
C -1.363 -2.396 -0.888
C -1.173 -1.005 -0.959
C -2.146 -0.184 -1.567
C -3.321 -0.743 -2.071
C -0.359 -3.362 -0.319
C 1.163 -3.108 -0.399
N 1.534 -1.865 -1.138
Mo 0.635 -0.158 -0.091
C -1.929 1.303 -1.626
P -0.153 1.705 -1.238
H -2.724 -4.008 -1.281
H -4.063 -0.091 -2.538
H -4.453 -2.561 -2.351
H -2.551 1.832 -0.880
H -2.188 1.723 -2.612
H -0.593 -3.542 0.742
H -0.513 -4.335 -0.816
H 1.608 -3.039 0.608
C -0.240 3.354 -0.493
C 0.526 1.985 -2.910
H 1.648 -3.957 -0.915
C 1.151 -2.005 -2.578
C 3.014 -1.695 -1.068
H 1.548 1.293 0.252
H 1.967 -2.523 -3.101
H 0.242 -2.600 -2.689
H 0.993 -1.015 -3.023
H 3.478 -2.382 -1.792
H 3.259 -0.659 -1.315
H 3.376 -1.933 -0.061
H 0.118 2.915 -3.333
H 1.620 2.068 -2.835
H 0.273 1.148 -3.578
H -0.641 4.086 -1.209
H -0.875 3.331 0.406
H 0.777 3.659 -0.210
H 2.255 0.552 0.073
F 0.628 3.624 6.618
C 0.490 2.807 5.555
C -0.769 2.307 5.216
F -1.854 2.694 5.929
C -0.893 1.441 4.132
F -2.127 1.016 3.769
C 0.229 1.030 3.384
S 0.083 -0.210 2.131
C 1.463 1.624 3.689
F 2.555 1.371 2.917
C 1.599 2.497 4.765
F 2.796 3.061 5.034
```

Maximum force   0.1009 hartree/bohr
E_LUMO (alpha / beta)   -0.32563 / -0.34766 Ha
Charge   +2
Gap between HOMO and LUMO (alpha / beta)   6.2 / 5.7 eV
Calculated total energy   -57113.6711 eV
Multiplicity   3

Mulliken atomic charge list, values in e, 6 entries: -0.83 -1.04 1.10 1.32 0.56 -0.76